DFT (wB97M-V/def2-TZVPD) results for a structure of composition C9H27FHfNO6.

CARTESIAN COORDINATES (ANGSTROEM)
Hf: -8.19355 -12.15158 -12.73165
F: -10.40769 -12.82388 -12.83754
C: -13.47633 -13.84183 -11.54450
O: -12.41588 -14.68511 -11.96747
H: -13.88357 -13.36871 -12.43804
H: -14.31817 -14.30536 -11.03016
H: -13.00691 -12.96215 -11.10416
H: -11.74536 -14.13050 -12.37296
C: -10.32598 -12.71061 -8.86470
C: -10.24416 -11.57053 -9.80741
C: -10.63550 -10.14765 -9.19190
O: -11.18078 -9.31681 -10.22709
C: -11.57042 -8.03971 -9.71236
N: -8.89645 -11.63908 -10.38959
H: -11.26659 -12.90968 -8.35116
H: -9.55028 -12.53426 -8.11952
H: -10.05429 -13.68132 -9.27944
H: -10.83528 -11.83903 -10.68295
H: -9.87482 -9.74418 -8.52356
H: -11.45159 -10.47301 -8.54674
H: -11.91257 -7.52255 -10.60878
H: -10.84962 -7.34767 -9.27691
H: -12.53696 -8.08732 -9.21075
H: -8.38542 -11.97735 -9.58677
H: -8.47430 -10.74235 -10.19530
C: -8.22354 -15.53563 -12.17485
C: -8.63812 -15.20229 -13.64737
O: -8.00494 -14.13098 -14.18008
O: -8.25849 -14.25280 -11.48339
H: -7.17677 -15.82454 -12.26918
H: -8.81817 -16.27400 -11.63696
H: -9.71713 -15.05177 -13.61300
H: -8.54680 -16.10487 -14.25162
H: -7.35687 -14.44136 -14.81668
H: -7.69361 -14.28338 -10.70776
C: -9.31477 -8.78186 -12.82558
C: -7.90471 -8.81513 -13.46310
O: -7.04703 -9.90691 -13.01232
O: -9.72470 -10.18231 -12.97816
H: -9.88188 -8.07957 -13.43656
H: -9.38763 -8.44507 -11.79147
H: -7.42986 -7.83825 -13.37199
H: -8.04522 -8.88792 -14.54156
H: -6.20916 -9.45279 -12.89682
H: -10.68246 -10.15720 -13.03875

Properties
multiplicity = 1
energy above the lowest of the compared OMol25 structures with the same formula, charge and spin = 0.00 kcal/mol
frontier orbital gap = 3.24 eV
total charge = +3
HOMO energy = -16.9392 eV
E = -27538.12486 eV